Entry 1:
{
  "formula": "C4H7N2S",
  "method": "ωB97M-V/def2-TZVPD",
  "species": ["C", "H", "H", "C", "H", "C", "H", "N", "C", "H", "N", "H", "S", "H"],
  "xyz": [[-1.265, -0.341, -0.464], [0.389, -2.652, 0.931], [-1.248, 1.276, -1.734], [0.597, -1.047, 2.271], [0.276, 2.829, -2.582], [0.144, -1.615, 1.148], [1.307, 0.566, -0.436], [-0.842, -1.181, 0.338], [0.640, 1.123, -1.086], [1.239, -1.601, 2.929], [-0.623, 0.776, -1.102], [-2.290, -0.427, -0.813], [1.379, 2.350, -1.978], [0.297, -0.058, 2.579]],
  "orbital_gap_ev": 7.0,
  "charge": 1,
  "lumo_ev": -5.61,
  "e_tot_ev": -18067.88805,
  "de_lowest_kcal_mol": 57.7,
  "spin_multiplicity": 1,
  "fmax_ev_per_a": 1.77
}



Entry 2:
{
  "formula": "C36H78BaBrN3O21",
  "method": "ωB97M-V/def2-TZVPD",
  "species": ["H", "H", "H", "H", "C", "H", "H", "H", "C", "H", "H", "H", "H", "H", "H", "C", "C", "O", "O", "C", "C", "H", "C", "N", "H", "C", "H", "C", "O", "H", "H", "H", "H", "H", "H", "H", "O", "H", "C", "C", "H", "H", "H", "C", "C", "H", "H", "C", "C", "O", "H", "H", "H", "C", "H", "H", "Br", "H", "H", "H", "C", "O", "C", "O", "H", "H", "H", "H", "N", "C", "C", "H", "O", "C", "N", "H", "C", "H", "H", "C", "H", "H", "C", "O", "H", "H", "O", "H", "H", "O", "C", "H", "C", "C", "H", "H", "H", "H", "H", "O", "H", "H", "H", "O", "H", "O", "H", "C", "H", "O", "Ba", "C", "O", "H", "H", "H", "C", "O", "H", "H", "C", "C", "H", "C", "O", "O", "H", "H", "C", "H", "H", "H", "O", "C", "O", "H", "H", "H", "C", "H"],
  "xyz": [[-1.042, -0.678, 3.449], [-4.190, -2.613, 2.356], [5.126, 3.244, -4.057], [0.598, -4.676, -1.353], [-2.989, -0.154, 4.165], [2.621, -2.482, 4.361], [-0.799, 4.017, -3.900], [-5.267, 0.799, -3.304], [-3.826, -3.305, 1.581], [4.820, 4.468, -2.765], [-1.745, 2.044, 2.469], [-5.073, 2.094, -0.643], [-2.453, -1.743, 0.845], [6.848, 0.886, 0.343], [-3.524, 0.704, 1.486], [0.138, -5.639, -1.496], [3.194, 4.416, -4.209], [-2.066, -4.281, -3.985], [2.577, -3.287, -4.980], [1.276, -3.800, -5.176], [3.459, -1.907, 3.977], [5.960, 0.988, 1.919], [-3.083, -2.518, 0.474], [-4.050, 2.716, 1.096], [3.424, 5.484, -4.435], [1.812, 4.652, -0.359], [2.180, 1.438, 3.813], [-3.915, 3.936, -1.060], [2.840, -0.437, 0.205], [4.395, -2.484, 4.186], [0.957, -3.707, -6.207], [1.346, -4.849, -4.814], [3.250, -2.457, 1.818], [5.246, -2.299, -0.559], [-1.271, 2.543, -2.910], [2.542, -0.300, -4.641], [0.371, 3.662, -2.249], [-3.826, -0.141, -3.821], [-1.253, -4.281, -2.902], [4.592, -1.865, -2.500], [3.327, 0.458, -6.072], [-3.165, 3.289, -1.568], [1.096, 5.299, -0.925], [-0.907, 1.431, 7.463], [-4.803, 3.031, -0.129], [2.355, 4.571, -3.559], [-3.054, -3.948, 2.008], [-0.445, 3.137, -3.367], [-0.710, -6.127, -0.344], [2.085, -2.444, -2.905], [-6.557, 1.974, 3.421], [-3.581, 1.161, -2.729], [1.141, 0.781, 5.936], [1.097, 1.386, 3.902], [-3.181, 1.379, -0.164], [0.778, 2.328, 4.195], [-0.350, -0.380, -4.716], [-4.672, -3.882, 1.263], [-0.433, -0.596, 7.044], [0.978, -0.617, 4.906], [2.162, 5.120, 1.033], [-4.033, -1.908, -0.333], [3.848, -0.185, 0.820], [-0.716, -5.469, -2.736], [-1.785, 2.046, 7.251], [-3.625, -0.326, 5.014], [-4.407, 4.545, -1.818], [0.547, 1.076, 3.027], [-0.825, 0.450, 5.266], [0.554, 2.822, -1.177], [-3.531, -1.007, -1.155], [-0.008, 1.921, 7.168], [0.198, -2.874, 2.447], [-1.528, -0.528, 4.422], [0.157, -2.407, 1.315], [2.185, -1.201, 2.418], [3.145, -1.643, 2.536], [3.496, -1.022, 4.575], [2.816, 4.307, 1.444], [4.334, 3.708, -3.451], [-0.833, 1.292, 8.574], [6.419, -0.545, 1.336], [2.838, -2.708, -3.813], [3.705, 2.771, -2.543], [-3.319, 4.584, -0.363], [-3.409, -0.793, 3.378], [3.808, 1.351, -4.316], [-5.732, 3.550, 0.136], [-1.633, -5.572, -0.176], [-2.390, -0.685, -1.307], [-1.112, 0.169, 6.687], [-4.057, 2.641, 3.160], [-5.948, 1.746, 2.516], [-4.322, 0.382, -3.004], [-5.143, 3.703, 2.356], [0.888, -6.357, -1.851], [-3.036, 0.857, 3.779], [-1.079, -7.143, -0.584], [5.468, -1.303, -2.872], [0.464, -3.080, 0.282], [-2.171, -0.207, 6.769], [0.487, -3.307, -4.547], [4.296, -0.519, -5.032], [-1.014, -3.255, -2.298], [3.782, -1.211, -2.287], [4.085, -0.547, 2.054], [-0.982, 1.292, 1.081], [0.608, 0.437, 5.031], [-2.318, -2.239, -3.899], [2.772, 0.678, -2.359], [0.398, -0.937, -1.542], [3.348, 1.487, -3.028], [4.891, 0.474, 0.260], [-2.579, -3.331, -0.054], [-2.903, -3.114, -5.374], [2.911, 3.889, -5.083], [-2.828, -3.122, -4.276], [4.154, -2.542, -3.734], [-1.505, 2.950, 0.978], [5.504, -3.695, -1.604], [-3.127, 1.588, 0.899], [-4.764, 2.707, 2.308], [0.155, 2.548, -4.075], [-1.759, 1.973, 1.380], [1.233, 3.338, -0.180], [-0.238, -1.230, 1.135], [-6.546, 1.825, 1.647], [3.868, -3.247, -1.027], [4.856, -2.845, -1.400], [-1.612, -1.563, 4.968], [2.715, 4.416, -0.944], [1.268, 5.267, 1.640], [0.076, 1.732, -1.127], [3.446, 0.191, -5.047], [-4.532, -0.495, -1.910], [-0.201, -6.117, 0.596], [-3.812, -3.252, -3.851], [2.683, 6.119, 1.017], [6.113, 0.457, 0.998], [-5.523, 0.707, 2.593]],
  "orbital_gap_ev": 8.1,
  "charge": 0,
  "lumo_ev": 0.30,
  "e_tot_ev": -156802.58466,
  "spin_multiplicity": 1,
  "fmax_ev_per_a": 3.02
}